{"formula": "C2H2NO3S", "method": "the ωB97M-V functional and the def2-TZVPD basis", "lumo_ev": [1.35, 1.13], "relative_energy_kcal_mol": 161.7, "total_energy_ha": -755.8823, "total_charge": -1, "symbols": ["C", "C", "N", "O", "O", "O", "S", "H", "H"], "xyz": [[-0.3911, -0.3364, 0.4024], [-1.1722, 0.8983, 0.1618], [2.2266, 0.6549, -0.4915], [-2.3003, 0.4134, 0.5194], [-0.7622, 1.9886, -0.1181], [0.2899, -2.8091, 0.0509], [-0.9085, -1.8247, 0.0652], [1.5466, -0.2492, -0.1765], [1.4711, 1.2640, -0.4136]]}